No. 1
One molecule with the formula C4H6O2 at a distorted geometry. Source: OMol25; level of theory: ωB97M-V with the def2-TZVPD basis set.

Calculated values
- orbital gap (eV) = 10.5
- highest occupied orbital energy (hartree) = -0.369
- ΔE to the lowest compared entry with this formula, charge and spin (kcal per mole) = 43.15
- SMILES = CC(C=O)C=O

Atoms and positions in Å:
C: 0.27047 0.85811 -0.87477
C: -0.06030 -0.61001 -0.15057
C: 1.07678 -0.58072 0.83940
O: 2.12150 -1.15939 0.67305
C: -1.42877 -0.34472 0.41654
O: -1.79723 0.79875 0.54373
H: -0.35928 1.00560 -1.75765
H: 0.07391 1.76671 -0.25570
H: 1.32878 0.87789 -1.11443
H: -0.02059 -1.62855 -0.63081
H: 0.92804 0.17242 1.63398
H: -2.13332 -1.15609 0.67724

***

No. 2
One molecule with the formula C4H6O2 at a distorted geometry. Source: OMol25; level of theory: ωB97M-V with the def2-TZVPD basis set.

Calculated values
- orbital gap (eV) = 10.8
- highest occupied orbital energy (hartree) = -0.371
- ΔE to the lowest compared entry with this formula, charge and spin (kcal per mole) = 79.50
- SMILES = O=CC1COC1

Atoms and positions in Å:
O: 2.03525 -1.49222 0.00968
C: 1.32054 -0.66010 0.52845
C: 0.34008 -0.02177 -0.31272
C: -1.12624 -0.52085 -0.22628
O: -1.58150 0.76984 0.20535
C: -0.26731 1.33811 0.03266
H: 1.44512 -0.50422 1.58167
H: 0.93288 -0.70321 -1.20726
H: -1.56859 -0.80225 -1.19305
H: -1.32378 -1.31404 0.50693
H: 0.10601 1.80790 0.95565
H: -0.24310 2.06999 -0.78294

***

No. 3
C4H6O2 as an isolated structure at a distorted geometry. Source: OMol25; level of theory: ωB97M-V with the def2-TZVPD basis set.

Calculated values
- orbital gap (alpha / beta) (eV) = 9.6 / 7.5
- highest occupied orbital energy (alpha / beta) (hartree) = -0.344 / -0.292
- ΔE to the lowest compared entry with this formula, charge and spin (kcal per mole) = 209.30

Atoms and positions in Å:
C: 0.04193 0.61008 0.47334
C: 0.63628 0.34415 -0.67454
C: -1.17882 -0.05036 -0.11577
C: -0.32972 -0.37882 -1.39059
O: 3.94760 -1.00152 0.10441
O: 3.38483 0.18040 0.33425
H: 0.31822 1.17583 1.29096
H: -1.46063 -1.07094 0.31120
H: -2.02228 0.66243 -0.33205
H: -0.80772 0.13190 -2.22828
H: -0.19699 -1.56304 -1.55398
H: 4.25020 -0.86343 -0.78066

***

No. 4
One molecule with the formula C4H6O2. Source: OMol25; level of theory: ωB97M-V with the def2-TZVPD basis set.

Calculated values
- orbital gap (eV) = 10.5
- highest occupied orbital energy (hartree) = -0.359
- ΔE to the lowest compared entry with this formula, charge and spin (kcal per mole) = 81.13

Atoms and positions in Å:
O: 1.77572 -0.02758 -0.92737
C: 0.91793 0.20655 0.15193
C: -0.43505 0.93446 -0.06367
C: -1.14805 -0.33684 -0.55933
C: -0.27366 -0.69855 0.64945
O: -0.76099 0.51916 1.30899
H: 2.57707 -0.48218 -0.62579
H: 1.45255 0.61407 1.01591
H: -0.65257 1.97008 -0.33441
H: -2.21846 -0.33684 -0.31980
H: -0.94103 -0.75163 -1.54715
H: -0.29346 -1.61071 1.25125

***

No. 5
One molecule with the formula C4H6O2 at a distorted geometry. Source: OMol25; level of theory: ωB97M-V with the def2-TZVPD basis set.

Calculated values
- orbital gap (eV) = 8.6
- highest occupied orbital energy (hartree) = -0.281
- ΔE to the lowest compared entry with this formula, charge and spin (kcal per mole) = 91.50
- SMILES = CC1=COCO1

Atoms and positions in Å:
C: 1.79050 0.07740 0.06513
C: 0.39433 0.23210 -0.06057
C: -0.60821 1.13525 -0.20779
C: -1.58842 -0.79089 -0.01903
H: 2.33776 0.77989 -0.60984
H: 2.30293 0.22196 1.20245
H: 1.80715 -1.12512 -0.31816
H: -0.70061 2.29729 -0.13991
H: -1.75626 -1.36344 0.99311
H: -1.95294 -1.14721 -0.92280
O: -1.87016 0.64340 0.15259
O: -0.15606 -0.96063 -0.13517

***

No. 6
One molecule with the formula C4H6O2 at a distorted geometry. Source: OMol25; level of theory: ωB97M-V with the def2-TZVPD basis set.

Calculated values
- orbital gap (alpha / beta) (eV) = 8.8 / 8.8
- highest occupied orbital energy (alpha / beta) (hartree) = -0.347 / -0.347
- ΔE to the lowest compared entry with this formula, charge and spin (kcal per mole) = 120.10

Atoms and positions in Å:
O: 2.47354 -0.78888 0.23382
C: 1.65958 -0.03711 0.72108
C: 0.56837 0.58479 -0.13349
C: -0.43101 -0.34824 -0.77436
C: -1.51124 -0.35904 0.21020
O: -0.44274 1.32790 0.50032
H: 1.70913 0.26632 1.78545
H: 1.12542 1.08991 -0.94427
H: -0.23576 -1.20773 -1.42256
H: -0.93912 0.53432 -1.21132
H: -1.50230 -0.37889 1.27786
H: -2.47386 -0.68335 -0.24273

***

No. 7
A 2-piece molecular cluster, C4H6O2 overall at a distorted geometry. Source: OMol25; level of theory: ωB97M-V with the def2-TZVPD basis set.

Calculated values
- orbital gap (eV) = 10.3
- highest occupied orbital energy (hartree) = -0.347
- ΔE to the lowest compared entry with this formula, charge and spin (kcal per mole) = 66.05
- SMILES = C1CO1.C=C=O

Atoms and positions in Å:
O: 2.25235 0.67441 1.50207
C: 2.08588 0.52677 0.35435
C: 1.88202 0.35425 -0.93190
C: -1.09946 -0.93726 0.48180
C: -1.68465 0.36748 0.17536
O: -1.62707 -0.65685 -0.80586
H: 2.73139 0.30136 -1.60216
H: -0.01857 -1.06222 0.51752
H: 0.86689 0.24436 -1.29694
H: -1.66726 -1.64934 1.07832
H: -2.68046 0.61132 0.54320
H: -1.04105 1.22571 -0.01578

***

No. 8
An isolated ion of composition C4H6O2P and charge -1 at a distorted geometry. Source: OMol25; level of theory: ωB97M-V with the def2-TZVPD basis set.

Calculated values
- orbital gap (eV) = 8.4
- highest occupied orbital energy (hartree) = -0.154
- ΔE to the lowest compared entry with this formula, charge and spin (kcal per mole) = 0.14
- charge = -1
- SMILES = O=[P@@]1([O-])C=CCC1

Atoms and positions in Å:
C: 0.08106 -1.24312 0.77667
C: 0.87096 -1.32030 -0.32925
C: -0.53788 0.10772 1.09070
C: -0.88026 0.80881 -0.29258
O: 1.76252 1.49343 -0.41992
O: 0.63482 0.71561 -2.60654
P: 0.72091 0.71457 -1.15097
H: -0.00717 -2.04383 1.40967
H: 1.47660 -2.20336 -0.59164
H: -1.42817 0.20660 1.59548
H: 0.21586 0.74985 1.55507
H: -1.59813 0.18204 -0.64063
H: -1.31112 1.83197 -0.39605

***

no.,energy (Eh)
1,-306.43754
2,-306.37960
3,-306.17276
4,-306.37700
5,-306.36049
6,-306.31491
7,-306.40104
8,-647.90643